(1)
C26H54N3O13P2S8 | the ωB97M-V functional and the def2-TZVPD basis

Structure (XYZ):
```
106
Properties=species:S:1:pos:R:3:forces:R:3:mulliken_charge:R:1
C -5.6041 3.7170 6.9814 -0.3518 -0.1806 0.6077 -0.7168
H -0.9773 -5.3409 -4.3588 -0.1920 -0.1160 -0.2849 -0.0935
C 0.3699 -2.0184 0.8398 -2.3724 -0.7738 0.9032 -1.2646
C 9.6898 -0.9894 -2.4557 0.5723 0.3981 0.0467 -0.6342
H 3.8707 0.0494 -0.8827 -0.1755 -1.3808 2.1039 0.3868
H 10.5228 -1.9680 -0.7201 0.0039 -0.0239 -0.1525 0.3001
C 2.8581 -3.2124 0.6134 0.6016 -0.2098 -1.6860 -0.1069
S 0.5162 1.2237 -0.4276 1.1496 -0.7906 0.5986 -0.2492
H -0.7916 -0.9226 2.2707 0.6145 -0.8758 -0.1187 0.2015
S 7.9927 -1.5443 -2.5169 0.3704 -0.2446 -0.6518 1.1856
C 1.9320 -1.8793 0.3925 -1.8142 -1.9294 -1.7596 0.1445
C -4.9055 5.0244 -3.1240 -0.4676 0.0420 -0.2879 -0.7856
H 11.5177 -2.1363 -2.1700 -0.1930 0.0402 0.0753 0.3187
O -3.0523 3.9431 6.3231 -0.2422 -0.3122 -0.4744 -0.7650
H -0.7043 -6.0767 -5.9678 -0.1902 -0.0084 0.1253 0.3503
H 9.8925 -3.6879 -3.1680 -0.0705 -0.0121 0.1569 0.3257
H -6.2597 2.8834 6.7147 0.2216 0.0758 -0.0550 0.3145
H -1.9355 3.2775 3.0625 -0.0796 -0.2354 0.0427 0.3992
H 2.2849 -4.1957 0.2478 0.9758 2.4137 0.7715 0.6193
C 9.7579 -3.4280 -2.1112 0.2102 -0.1746 -0.1538 -0.6761
H -3.0301 6.2409 -4.7467 -0.0454 0.0700 0.1415 0.2974
C -2.4387 -8.4324 -4.3109 0.0777 -0.5294 0.1868 -0.6870
H 8.1019 -3.1004 -0.7472 -0.0001 0.0348 -0.1173 0.2940
S -3.0736 1.2110 2.8817 -0.2596 0.5089 0.9737 1.0556
O 1.1062 1.2669 2.4800 3.4243 -2.5827 -1.9274 -0.5308
C -4.8006 6.4844 -3.5393 -0.1419 0.2613 0.0184 -0.5399
H 0.7908 -7.4095 -4.6572 -0.1573 0.0335 0.0749 0.3418
C 10.4858 -2.1198 -1.8057 0.2854 -0.0757 0.2443 -0.6316
H -3.1068 -9.1637 -4.7689 -0.0489 0.2391 0.0245 0.4000
C -0.2412 -7.3931 -4.2929 0.3114 -0.0394 0.1777 -0.5161
H 7.6201 -3.8905 -2.2817 -0.0592 0.2149 0.0063 0.4764
C -4.3469 2.9146 1.3633 -0.1492 0.2666 -0.0235 -0.1311
C -6.3646 5.0418 7.0030 -0.1712 0.2199 0.2286 -0.6200
O 7.2040 -0.7710 -1.5785 -0.2802 0.1442 -0.2459 -0.7043
H 5.5380 -1.7567 -0.9582 -1.5911 -0.3753 2.3155 -0.2539
H -2.5764 2.6711 0.1559 -0.0484 0.1045 0.0990 0.0689
H 10.1405 -4.2562 -1.5076 -0.0855 0.1124 -0.1180 0.3353
H -6.6208 6.6796 5.5803 0.0429 -0.1565 -0.0274 0.3743
O 7.6099 -1.7037 -3.9040 -0.1891 0.2641 0.7350 -0.6680
O -3.9519 5.1108 -0.6766 0.1100 -0.1170 -0.4173 -0.6553
C 8.2883 -3.1592 -1.8237 -0.0274 -0.5273 0.2033 -0.6274
H -2.6452 4.2298 0.9843 -0.0299 -0.3486 0.0585 0.4984
C -3.3174 6.7326 -3.8094 0.0421 0.1670 -0.3541 -0.6258
H -4.9611 3.1273 0.4835 0.1469 -0.0545 0.1892 0.3798
S 2.5611 -2.9101 3.8608 -0.2973 0.7416 -0.0786 -0.3265
H 2.9966 -0.8253 1.9175 -0.8230 -0.5889 -0.8397 0.5309
P 3.5165 -3.6041 2.3302 0.3942 -1.2997 1.8049 0.0747
H -1.5640 5.7375 -2.9769 -0.1656 -0.0539 0.2382 0.3670
H -5.8402 4.7895 -2.6120 0.1992 -0.0990 0.0501 0.3681
C -0.9691 -8.7013 -4.5984 0.1545 -0.1961 -0.1328 -0.6161
O -4.6709 2.9399 4.6450 -3.1376 4.6572 1.9935 -0.5656
S -2.7342 -6.8176 -5.0041 -0.5825 0.0624 -0.0196 1.1408
H -0.4047 -1.4481 0.1322 2.4304 -1.1798 1.1274 0.3529
H -3.0989 7.7995 -3.9183 -0.0030 -0.1952 0.0159 0.3161
H 3.4943 -5.0684 2.4808 0.2959 1.1975 -0.9294 0.1500
H -5.4148 6.6970 -4.4191 0.0727 -0.0412 0.1612 0.3519
H -1.1103 2.1677 1.9257 -0.1894 -0.0085 0.2336 -0.5358
S -3.5273 4.7808 -2.0209 -0.0205 -0.1875 -0.3335 1.3327
C -4.4518 1.4547 1.7786 -0.4273 -0.0077 -0.2453 -0.9348
H -5.8912 5.7273 7.7164 -0.0656 -0.0942 -0.1112 0.2940
N 1.8917 -1.6824 -1.1420 -3.6996 -6.0528 -2.2511 -0.4679
H -4.6880 5.6071 4.0973 0.1249 -0.1325 0.1146 0.3176
O -3.5229 -6.0442 -4.0658 0.1656 -0.1410 -0.5406 -0.6601
P 1.8565 0.8823 0.9139 -3.4075 6.3509 0.4517 0.7177
H -6.9291 5.0648 4.9179 0.1000 0.0961 0.0438 0.2743
H -4.3148 0.7903 0.9201 0.0171 0.0342 0.1360 0.3846
C 4.8608 -1.9282 0.0121 0.3999 1.2305 -1.7835 0.2384
H -4.2021 6.2281 5.7065 -0.0336 -0.0987 -0.0842 0.3639
H -0.1364 -2.4246 2.8517 0.2193 1.6748 -0.9390 0.2978
C 1.1865 -2.6690 -1.7639 -0.4867 2.2646 2.8133 0.2691
C -6.2878 5.6378 5.5982 -0.2489 0.0528 -0.1158 -0.5710
N 0.0204 -1.5794 2.2369 0.4867 -0.9536 -0.5163 -0.0598
H 9.7497 -0.0676 -1.8716 -0.1683 -0.0844 -0.2159 0.3496
S -0.0473 -3.7908 -2.2421 4.4285 3.7461 1.1677 -0.1275
H -5.1413 7.1325 -2.7230 -0.0087 -0.1065 -0.1085 0.2842
H -5.3865 1.2197 2.2906 0.2128 -0.0932 0.0895 0.4539
H -0.5864 -9.5295 -3.9949 -0.0700 0.1044 -0.1141 0.3358
C -4.8322 5.5089 5.1746 -0.0428 0.5967 -0.0962 -0.6603
H 0.0761 -3.1707 0.7567 1.0463 2.3869 -0.1728 0.3206
H -2.6250 -8.3737 -3.2344 -0.0461 0.0519 -0.1595 0.3431
O -3.4982 1.5410 4.2259 3.8663 -4.7755 -2.2590 -0.5158
S -4.3622 3.8745 5.7068 -0.1767 0.0371 -0.1542 1.2094
H -4.7685 4.3601 -3.9824 0.0302 0.0239 0.1768 0.3854
O -3.1171 -6.9769 -6.3912 0.0141 0.2322 0.5952 -0.6547
O 4.0184 -3.0871 -0.2981 -0.2494 0.8707 1.7990 -0.3590
H -0.8344 -8.9612 -5.6552 -0.0491 -0.0014 0.1499 0.3131
O 3.0613 2.1774 0.7154 -0.8724 -3.7672 3.0805 -0.5263
C -2.0781 2.5551 2.2540 0.4022 0.3520 -0.1937 0.1671
H -0.2041 -7.2413 -3.2073 -0.0099 -0.0300 -0.1165 0.2376
C 4.0084 -0.4949 0.1472 3.3123 0.1030 -0.5457 -0.5697
H -7.4006 4.8971 7.3251 0.1825 0.0184 -0.0217 0.3323
H -4.6876 3.5627 2.1796 -0.0040 -0.1680 -0.1061 -0.1090
N 2.6789 -0.6785 0.9112 2.2186 0.0889 1.2204 0.3419
H 5.6200 -2.0698 0.8898 -1.7871 0.1381 -1.3091 0.1809
O -2.8873 3.5215 -2.3449 -0.1713 0.2397 0.5480 -0.7548
H 10.0226 -0.8034 -3.4805 -0.2324 -0.0221 0.1161 0.3608
H 4.7417 0.1986 0.7859 -1.9334 -1.4440 -1.2939 0.4053
C -1.0372 -6.2627 -4.9430 0.6399 0.3105 -0.0237 -0.1960
O -2.4336 -0.0483 2.5577 0.2978 -0.6258 -0.1786 -0.8633
H -5.1178 3.5166 7.9395 0.0181 -0.1004 -0.2523 0.3566
H -2.3892 6.8472 -1.8401 -0.0618 -0.2131 -0.0260 0.3744
H 1.3444 0.5551 3.1550 -0.7396 0.9693 -0.8985 0.3815
H 3.5680 2.1926 1.6019 -0.8599 0.4333 -1.7729 0.3450
H 4.9295 -3.2668 2.5596 -1.0862 -0.4312 -1.1386 0.0990
C -2.8637 3.1628 1.0932 0.1862 0.1230 -0.1634 -0.5002
C -2.5318 6.1249 -2.6485 0.5140 0.4677 -0.1390 -0.7303
```
Positions in Å, forces in eV/Å.

Properties
E_HOMO: -10.349 eV
charge: +1
frontier orbital gap: 6.629 eV



(2)
C26H55N2O26 | the ωB97M-V functional and the def2-TZVPD basis

Structure (XYZ):
```
109
Properties=species:S:1:pos:R:3:forces:R:3:lowdin_spin:R:1
H -16.6350 -6.1398 -3.4402 0.1900 -0.0874 0.2945 0.0000
H -15.6369 1.4414 -4.2345 -0.1942 -0.0977 0.3170 0.0001
H -16.5835 -7.8529 -3.8979 0.4327 0.1175 -0.0917 0.0000
H -14.1602 -4.2971 -2.9901 0.1472 -0.0721 -0.0308 -0.0005
O -19.1975 1.3784 -5.7905 -1.4434 1.8375 0.0128 0.0000
C -15.5535 -4.1362 -0.1371 -1.9541 -0.4921 -1.0072 0.0000
H -10.5254 -4.4643 -4.1284 0.8990 -0.1530 0.5010 0.0002
O -16.5457 -7.5769 -1.8743 0.0506 0.3049 0.7485 0.0000
H -7.3363 -8.6687 -3.3627 0.0256 -0.6463 -0.3855 0.0000
C -16.3392 -6.3000 -6.8234 -1.4867 4.6438 -1.0866 0.0000
C -11.3534 -2.8575 -7.0577 -0.8229 0.6351 -0.7638 -0.0003
H -12.5388 -3.5511 -2.8012 -0.2186 0.1340 0.3611 0.0070
O -10.2600 -6.5785 -3.6870 -1.3585 1.3106 0.5634 0.0000
O -8.0057 -6.2410 -3.3212 -3.6412 -1.7681 1.1518 0.0000
H -9.3846 -2.5001 -0.5120 0.0515 -0.2716 -0.2458 0.0000
H -18.1467 -9.1280 -7.4271 0.1445 0.6005 -0.2866 0.0000
H -18.0375 -7.1766 -3.3705 -0.1862 -0.0500 1.2373 0.0000
H -15.6584 3.1836 -4.4912 -0.3798 0.0324 -0.0830 0.0000
H -13.4563 -5.7858 -0.7928 0.4329 0.2628 -0.0584 0.0000
H -12.9654 -4.2415 -4.3148 -0.3559 0.1652 -0.1656 0.0007
O -12.5824 -5.6586 -8.6953 1.6427 -6.2663 -2.3676 0.0000
O -14.7805 -3.7578 0.9367 0.5597 -0.1890 0.9879 0.0000
O -13.8888 -2.4162 2.3252 -0.0372 -0.6624 -0.0266 0.0000
C -13.3871 -3.6970 -3.4699 -0.2489 0.1016 0.2179 0.0691
C -15.2869 -7.4229 -1.4027 0.7247 -1.8107 1.2440 0.0000
H -10.4008 -2.8880 -6.5288 -0.2667 -0.5142 0.2322 0.0000
C -21.5291 -3.7576 -4.8880 -0.6470 -0.8201 1.1253 0.0000
C -9.0843 -6.8838 -3.1958 3.6809 0.3406 -2.4508 0.0000
O -16.4325 -5.0277 -6.9612 0.3620 -6.1032 0.6521 0.0001
H -12.3863 -1.1190 2.8812 -0.3513 -0.2647 0.2770 0.0000
H -21.2883 -4.7747 -5.1973 -0.6082 -0.0708 -0.0659 0.0000
C -16.0003 2.2300 -4.8935 2.0178 -0.5956 0.3690 0.0000
N -11.3604 -2.8241 -0.1493 -1.4458 1.1578 2.4208 0.0001
O -17.3757 2.2305 -5.0073 -1.6121 0.2528 -0.5569 0.0000
H -13.7547 -5.5753 -6.2427 -0.2629 0.0168 -0.4549 0.0000
H -17.5281 0.5422 -2.5667 1.2447 -0.1585 -0.2289 0.0000
H -15.4815 -2.0645 -2.3826 -0.5922 0.1348 -0.3834 0.0004
H -12.6695 -5.8823 -2.4291 -0.0631 -0.0410 0.2372 0.0010
H -15.7851 -5.1993 -0.0716 0.5110 -0.1428 0.0954 0.0000
H -15.4555 2.0255 -5.8152 -0.3777 0.1943 -0.3891 0.0000
H -13.0488 -1.7763 -4.1090 0.2106 0.3769 -0.8846 0.0127
H -14.0522 -1.6489 -1.7801 0.8347 0.7748 -0.2298 -0.0001
O -17.4071 0.0448 -5.6509 -0.1504 1.2003 0.1067 0.0008
C -17.9574 1.1217 -5.5261 1.5065 -2.1052 0.3198 0.0000
H -8.1693 -9.9259 -2.3581 -0.7371 0.1960 -0.5186 0.0000
H -17.9029 1.5904 -1.3291 -0.6260 -0.4190 0.6431 0.0000
O -13.7929 -3.9351 -8.3595 0.0976 1.4911 0.4750 -0.0004
C -10.2682 -2.7467 -1.1007 0.3800 -0.2513 -1.1642 0.0004
H -14.6209 -5.9740 -8.9767 0.1441 -0.0387 0.3607 0.0000
H -14.9253 -0.5144 -2.9783 0.4656 -0.0390 0.1132 0.0002
H -11.2044 -2.0995 -7.8267 -0.2502 0.1176 -0.0886 0.0000
O -19.0166 -3.7546 -4.0162 0.0092 -0.4320 -0.9877 0.0000
N -18.1582 -0.5212 -1.0314 -0.4028 -1.2687 1.4252 0.0000
H -15.0514 -3.9105 -1.0778 -0.0172 0.0140 0.0501 0.0000
H -13.6091 -6.8654 -5.1179 -0.5995 -0.3663 0.2136 0.0001
H -12.2085 -2.5732 -6.4444 0.1268 0.0710 0.2039 -0.0006
O -19.3322 -0.3966 -0.7721 -0.4562 0.1632 -0.1094 0.0000
C -20.1541 0.4629 -6.2894 0.2294 -1.4141 -0.8608 0.0000
H -17.6540 -8.6468 -5.7969 -0.1558 0.4348 -0.0102 0.0000
H -16.4613 0.6946 -0.9679 0.1890 -0.5778 -0.7822 0.0000
C -13.6628 -6.3226 -9.3621 -1.3201 -0.0632 -0.2247 0.0000
H -12.6793 -7.2622 -1.3062 -0.1888 -0.1932 -0.2172 0.0001
C -13.4512 -1.1005 2.6492 -1.0668 0.7005 -0.6851 0.0000
C -13.9665 -2.3199 -3.8848 0.7490 0.2426 0.1439 0.0692
C -14.5976 -1.5201 -2.7150 -1.2283 -1.9783 -0.2192 0.0052
C -17.7188 -3.5606 -3.4196 -0.3087 0.3489 1.0651 -0.0003
O -18.3593 -2.7397 -6.0317 -4.4007 -2.8297 3.8773 -0.0001
H -17.8323 -3.9823 -2.4209 -0.1158 -0.2351 -0.0317 0.0000
O -20.5374 -2.9165 -5.4222 -0.4284 0.1309 -0.5478 0.0000
H -21.6295 -3.7453 -3.8027 0.8945 0.0639 0.2884 0.0000
H -19.7035 -0.3599 -6.8443 0.4829 -0.0926 0.3085 0.0000
O -14.9115 -7.9631 -0.3476 -1.2693 1.9416 -2.9522 0.0000
O -14.4690 -6.7285 -2.2452 -2.1695 -0.9788 0.1061 0.0001
O -15.7889 -1.7002 1.3134 1.1339 -2.0329 -0.0790 0.0000
O -17.5451 -1.5730 -0.9278 -0.1417 0.4683 -0.3780 0.0000
H -10.4232 -1.9905 -1.8703 -0.2553 0.2639 0.4418 0.0001
H -16.8333 -4.0134 -3.8656 -0.4552 0.1500 -0.8063 -0.0001
H -9.7563 -5.5833 -5.3914 0.2382 0.5901 0.2017 0.0000
H -14.1022 -0.6441 3.3948 0.3353 -0.2698 0.4994 0.0000
O -9.2172 -8.1860 -2.9052 -0.1446 0.3948 1.5976 0.0000
C -19.2634 -3.2190 -5.2351 5.3759 3.7356 -2.3845 0.0000
O -17.2960 -7.1651 -7.3326 0.2371 0.4213 0.9699 0.0000
H -13.5971 -0.4507 1.7863 0.2063 -0.0790 -0.2246 0.0000
O -11.7576 -3.9138 0.2030 0.2112 -0.2131 -0.7036 0.0002
H -22.5373 -3.4192 -5.1269 0.3426 0.0175 -1.0930 0.0000
H -14.7882 -5.4936 -4.8838 0.0002 -0.3034 0.2479 0.0018
O -11.7573 -1.7803 0.3912 0.6879 -0.7164 -1.3028 0.0000
C -10.4419 -5.4650 -4.5523 -0.5937 -0.3432 -1.0381 0.0001
O -14.7213 -2.6252 -5.0110 0.3274 0.5364 1.0815 0.8292
H -11.4377 -5.5974 -4.9753 0.0057 -0.3760 -0.0232 -0.0001
H -7.4194 -8.5274 -1.7297 -0.8883 0.7792 0.6331 0.0000
C -12.7464 -4.5159 -8.2621 -1.3191 4.8665 1.5559 0.0000
C -16.9673 -7.1413 -3.1669 0.8019 -0.1550 -1.2853 0.0000
C -13.2470 -6.4039 -1.6659 1.3764 0.4355 0.8534 0.0014
H -13.7599 -6.1390 -10.4321 0.7828 0.5352 -0.0423 0.0000
H -16.3968 -8.9452 -6.9794 -0.2745 -0.6222 -0.0417 0.0000
H -10.2561 -3.7104 -1.6097 0.5361 -0.0018 0.3265 0.0002
C -8.0451 -8.8615 -2.5573 2.5491 -0.3273 -0.3131 0.0000
C -14.3452 -6.2068 -5.5789 1.2382 1.9321 0.4442 0.0015
H -17.5750 -2.4990 -3.2187 0.1794 -0.0093 -0.5890 -0.0001
O -15.3287 -6.9211 -6.2301 -1.0165 -1.8729 -0.6536 0.0003
C -17.4101 -8.5630 -6.8559 1.6545 0.9266 0.0087 0.0000
H -16.5434 -3.6803 -0.1168 0.1224 0.4792 -0.0963 0.0000
H -13.5988 -7.4074 -9.2768 0.5238 0.2127 0.5248 0.0000
H -20.7457 0.0106 -5.4935 0.0504 0.3414 0.1118 0.0000
C -17.4182 0.6267 -1.4855 0.0675 1.7717 -0.6866 0.0000
H -20.7796 0.9429 -7.0420 -0.0265 0.5284 0.4965 0.0000
C -14.9494 -2.5794 1.4994 0.4166 2.9763 0.5675 0.0000
O -11.5949 -4.1097 -7.6755 0.7232 -0.9913 0.0751 0.0000
```
Positions in Å, forces in eV/Å.

Properties
<S²>: 0.75
E_HOMO (spin up / spin down): -9.818 / -9.809 eV
charge: 0
multiplicity: 2
frontier orbital gap (spin up / spin down): 9.526 / 8.520 eV



Max |F| readings, ordered: 7.44, 6.97 eV/A